Record 1
Formula: C22H28N4O3S2
Source: the Open Molecules 2025 dataset
Level of theory: the ωB97M-V functional and the def2-TZVPD basis

The geometry in XYZ format:
```
59
Properties=species:S:1:pos:R:3:lowdin_charge:R:1
C -0.265 -2.986 -0.381 0.05
C 0.377 -1.865 -0.682 -0.12
C 1.306 -1.251 0.286 -0.11
C 2.604 -1.549 0.378 -0.10
C 3.323 -2.517 -0.512 -0.05
C 4.077 -1.806 -1.661 -0.65
N 3.491 -0.465 -1.905 0.09
N 5.465 -1.584 -1.236 0.09
N 4.068 -2.653 -2.849 0.08
C 3.430 -0.887 1.419 -0.31
O 4.319 -1.452 1.995 0.15
C 3.067 0.525 1.681 -0.08
C 4.050 1.453 1.996 0.00
C 3.689 2.780 2.179 -0.05
C 2.348 3.144 2.059 -0.02
C 1.343 2.220 1.764 -0.14
C -0.083 2.690 1.624 -0.14
C -0.519 2.674 0.146 -0.23
C -2.049 2.627 0.003 -0.49
S -2.547 1.323 -1.142 0.92
C -4.314 1.431 -1.021 -1.07
S -5.021 2.885 -0.705 0.68
N -5.063 0.303 -1.267 -0.16
C -6.236 0.139 -0.395 -0.18
C -5.792 -0.121 1.022 -0.19
O -5.206 -1.409 1.071 -0.12
C -4.093 -1.509 0.206 -0.19
C -4.337 -0.981 -1.217 -0.18
C 1.715 0.875 1.568 -0.02
C 0.756 -0.225 1.231 -0.28
O -0.349 -0.305 1.694 0.14
H 0.085 -3.607 0.430 0.08
H -1.142 -3.300 -0.922 0.06
H 0.207 -1.383 -1.636 0.11
H 4.046 -3.075 0.072 0.12
H 2.598 -3.219 -0.915 0.11
H 2.595 -0.524 -2.372 0.07
H 4.133 0.090 -2.453 0.07
H 5.448 -0.745 -0.664 0.07
H 5.995 -1.313 -2.061 0.07
H 3.109 -2.678 -3.183 0.07
H 4.570 -2.151 -3.577 0.07
H 5.075 1.123 2.066 0.12
H 4.461 3.503 2.392 0.11
H 2.081 4.184 2.184 0.11
H -0.145 3.708 2.001 0.12
H -0.755 2.079 2.213 0.11
H -0.173 3.601 -0.305 0.11
H -0.004 1.872 -0.377 0.09
H -2.412 3.590 -0.323 0.04
H -2.502 2.358 0.951 0.07
H -6.722 -0.781 -0.716 0.13
H -6.971 0.925 -0.498 0.10
H -6.628 -0.062 1.709 0.13
H -5.051 0.615 1.352 0.12
H -3.890 -2.573 0.118 0.12
H -3.200 -1.072 0.659 0.11
H -4.960 -1.713 -1.729 0.12
H -3.402 -0.954 -1.766 0.08
```

SMILES string: C=CC1=C(CC(N)(N)N)C(=O)c2cccc(CCCSC(=S)N3CCOCC3)c2C1=O
LUMO: -0.701 eV
frontier orbital gap: 7.643 eV

Record 2
Formula: C22H28N4O5S
Source: the Open Molecules 2025 dataset
Level of theory: the ωB97M-V functional and the def2-TZVPD basis

The geometry in XYZ format:
```
60
Properties=species:S:1:pos:R:3:lowdin_charge:R:1
O -1.697 -0.175 6.061 0.20
C -1.618 -0.877 5.231 -0.63
N -0.832 -0.652 4.224 0.03
C -0.269 -1.517 3.156 -0.13
H -0.893 -2.170 3.104 -0.01
C 1.205 -2.062 3.417 -0.07
H 1.638 -2.834 2.600 0.18
H 0.962 -2.499 4.425 0.13
C 2.049 -0.835 3.597 -0.31
C 2.468 -0.296 2.362 -0.30
N 1.475 0.185 1.362 0.19
C 2.358 0.715 0.356 -0.16
N 3.837 0.457 0.766 0.15
O 3.640 -0.393 1.885 0.02
C 1.993 1.447 -0.719 -0.24
C 0.778 1.608 -0.965 -0.10
C 0.427 2.355 -1.954 -0.03
C 1.259 2.614 -3.043 -0.30
C 2.378 2.288 -2.788 -0.16
C 2.957 1.535 -1.820 0.09
H 3.946 1.462 -1.649 0.08
H 3.170 2.446 -3.853 0.21
S 0.499 3.364 -4.520 0.40
O -0.306 4.349 -4.244 -0.18
O 1.436 3.901 -5.293 -0.19
N -0.369 2.181 -5.020 -0.10
H -1.003 2.600 -5.535 0.07
C 0.214 1.129 -5.804 -0.19
H 1.425 0.992 -5.421 0.19
H 0.619 1.406 -6.840 0.15
C -0.535 -0.146 -5.777 -0.35
H 0.136 -0.767 -6.321 0.13
C -0.757 -0.645 -4.331 -0.07
H -0.547 -1.610 -4.270 0.05
H 0.011 -0.117 -3.645 0.13
C -2.344 -0.284 -4.164 -0.05
H -2.290 1.023 -3.776 0.21
C -2.622 -0.536 -5.650 -0.24
H -3.061 -1.365 -5.797 0.06
O -1.723 -0.052 -6.600 -0.03
H -3.426 0.231 -5.745 0.13
H -2.673 -0.957 -3.648 -0.01
H -0.710 2.667 -2.225 0.17
H 0.146 1.479 -0.104 0.14
H 2.971 -1.248 3.930 0.14
C 1.593 0.115 4.763 -0.06
C 0.257 0.544 4.272 -0.10
H -0.137 1.221 5.074 0.12
H 0.049 1.102 3.247 0.16
H 2.178 0.967 4.493 0.13
H 1.437 -0.304 5.624 0.08
H -0.284 -1.000 2.156 0.12
C -2.576 -2.061 5.114 -0.19
C -1.969 -3.365 5.753 -0.01
C -3.176 -2.607 6.195 -0.16
H -3.205 -2.119 6.955 0.02
H -4.238 -2.817 5.928 0.15
H -1.184 -3.260 6.235 0.01
H -2.304 -4.324 5.237 0.13
H -2.761 -2.489 4.001 0.19
```

LUMO: -0.827 eV
frontier orbital gap: 8.414 eV

Record 3
Formula: C22H28N6
Source: the Open Molecules 2025 dataset
Level of theory: the ωB97M-V functional and the def2-TZVPD basis

The geometry in XYZ format:
```
56
Properties=species:S:1:pos:R:3:lowdin_charge:R:1
N -6.279 -0.725 1.805 0.09
C -4.937 -0.729 1.473 -0.33
C -3.993 -0.269 2.411 -0.04
C -2.639 -0.316 2.173 -0.01
C -2.213 -0.840 0.959 -0.24
N -0.948 -1.003 0.444 0.14
C -1.097 -1.521 -0.742 -0.33
C 0.003 -1.870 -1.675 -0.11
C 0.040 -0.999 -2.941 -0.19
C 0.375 0.467 -2.658 -0.19
C -0.847 1.305 -2.287 -0.21
C -0.503 2.762 -1.966 -0.20
C 0.378 2.949 -0.730 -0.20
C -0.303 2.528 0.571 -0.19
C 0.694 2.481 1.733 -0.12
C 1.772 1.482 1.493 -0.36
N 3.046 1.752 1.498 0.16
C 3.679 0.561 1.234 -0.25
C 5.028 0.250 1.117 -0.02
C 5.369 -1.056 0.841 -0.06
C 4.403 -2.065 0.685 -0.34
N 4.809 -3.352 0.338 0.08
C 3.052 -1.769 0.804 0.01
C 2.707 -0.455 1.069 -0.20
N 1.500 0.163 1.245 0.17
N -2.414 -1.730 -1.053 0.18
C -3.159 -1.297 0.016 -0.19
C -4.520 -1.248 0.252 0.02
H -6.553 -0.090 2.537 0.09
H -6.928 -0.779 1.037 0.09
H -4.358 0.130 3.346 0.11
H -1.929 0.042 2.901 0.11
H -0.111 -2.917 -1.972 0.12
H 0.950 -1.765 -1.144 0.10
H -0.914 -1.064 -3.470 0.11
H 0.808 -1.418 -3.596 0.11
H 1.111 0.505 -1.855 0.10
H 0.834 0.905 -3.547 0.12
H -1.359 0.861 -1.435 0.09
H -1.548 1.295 -3.128 0.11
H 0.009 3.198 -2.828 0.11
H -1.435 3.314 -1.821 0.11
H 0.656 4.003 -0.657 0.12
H 1.303 2.384 -0.847 0.10
H -0.750 1.541 0.459 0.08
H -1.106 3.229 0.811 0.12
H 1.168 3.453 1.870 0.12
H 0.164 2.222 2.654 0.11
H 5.782 1.010 1.243 0.11
H 6.411 -1.328 0.742 0.10
H 5.758 -3.578 0.594 0.08
H 4.152 -4.080 0.573 0.08
H 2.303 -2.542 0.705 0.11
H 0.582 -0.267 1.105 0.09
H -2.767 -2.122 -1.909 0.17
H -5.237 -1.600 -0.475 0.11
```

SMILES string: Nc1ccc2nc(CCCCCCCCc3nc4ccc(N)cc4[nH]3)[nH]c2c1
LUMO: 0.574 eV
frontier orbital gap: 7.574 eV

Record 4
Formula: C22H28NO19S2
Source: the Open Molecules 2025 dataset
Level of theory: the ωB97M-V functional and the def2-TZVPD basis

The geometry in XYZ format:
```
72
Properties=species:S:1:pos:R:3:lowdin_charge:R:1
O 10.063 2.378 1.178 -0.48
S 9.925 2.577 -0.364 0.67
O 9.516 1.279 -1.119 -0.49
N 8.848 3.919 -0.792 -0.44
S 7.449 3.842 0.250 0.64
O 7.665 4.455 1.669 -0.46
O 7.110 2.311 0.436 -0.45
C 5.912 4.697 -0.466 -0.24
C 4.710 3.537 -0.400 -0.18
C 4.077 3.272 1.109 -0.01
C 2.922 2.108 1.243 -0.05
C 2.499 1.294 -0.126 -0.06
C 3.111 1.562 -1.631 -0.06
C 4.273 2.736 -1.764 -0.03
H 11.223 2.964 -0.826 0.06
H 5.582 5.640 0.182 0.11
H 6.063 5.094 -1.557 0.09
H 4.457 3.884 2.049 0.11
H 2.474 1.926 2.315 0.08
H 1.702 0.443 -0.014 0.04
H 2.789 0.969 -2.600 0.07
H 4.831 3.024 -2.757 0.09
C -2.042 0.362 0.775 -0.13
C -2.598 -1.001 0.516 -0.14
O -1.743 -1.516 -0.487 0.07
C -0.561 -0.841 -0.386 -0.50
O 0.458 -1.145 -0.983 0.10
O -0.667 0.215 0.472 0.05
H -2.179 0.677 1.813 0.14
H -2.470 1.121 0.113 0.14
H -2.542 -1.650 1.396 0.14
H -3.633 -0.968 0.164 0.10
C 2.854 -4.582 -1.631 -0.13
C 2.489 -3.566 -0.598 -0.13
O 2.283 -4.345 0.565 0.07
C 2.992 -5.500 0.400 -0.50
O 3.177 -6.326 1.278 0.11
O 3.466 -5.610 -0.875 0.06
H 3.547 -4.185 -2.378 0.14
H 1.977 -4.993 -2.142 0.13
H 3.299 -2.853 -0.408 0.15
H 1.583 -3.013 -0.860 0.11
C 3.996 -5.134 4.017 -0.14
C 5.439 -4.785 4.179 -0.14
O 5.464 -3.389 3.953 0.07
C 4.210 -2.921 4.223 -0.52
O 3.917 -1.739 4.296 0.13
O 3.329 -3.947 4.403 0.06
H 3.696 -5.972 4.653 0.14
H 3.735 -5.365 2.978 0.09
H 5.807 -4.986 5.191 0.13
H 6.077 -5.306 3.459 0.14
C -6.861 -0.921 -1.824 -0.13
C -7.444 0.455 -1.796 -0.14
O -7.153 0.905 -0.487 0.07
C -6.076 0.187 -0.051 -0.51
O -5.453 0.431 0.969 0.13
O -5.788 -0.838 -0.905 0.05
H -6.499 -1.200 -2.818 0.14
H -7.567 -1.682 -1.476 0.14
H -6.966 1.126 -2.516 0.14
H -8.523 0.453 -1.974 0.12
C -11.667 3.880 -1.687 -0.14
C -12.224 2.517 -1.947 -0.14
O -11.369 2.002 -2.950 0.06
C -10.186 2.677 -2.848 -0.51
O -9.167 2.374 -3.446 0.12
O -10.293 3.733 -1.990 0.07
H -11.804 4.195 -0.649 0.14
H -12.096 4.639 -2.349 0.14
H -12.167 1.868 -1.066 0.14
H -13.258 2.550 -2.298 0.14
```

LUMO: 1.009 eV
frontier orbital gap: 5.831 eV
charge: -1